The following is a DFT calculation (ωB97M-V/def2-TZVPD) of C34H78F3N10O12STl as an isolated structure in a non-equilibrium geometry.

The geometry in XYZ format:
```
139
C34H78F3N10O12STl | the Open Molecules 2025 dataset | ωB97M-V/def2-TZVPD
Tl 4.27587 -2.75027 -1.38077
C 0.06054 0.22350 -0.75763
F 0.71386 1.21951 -1.36096
F -0.92631 0.76177 -0.00604
F -0.46546 -0.60693 -1.65420
S 1.18200 -0.75222 0.41876
O 1.27496 0.11911 1.59267
O 0.48870 -1.97199 0.77206
O 2.41297 -0.98742 -0.30595
C -3.69763 5.70898 -3.95243
C -4.71332 5.56681 -2.82514
N -4.52479 4.28487 -2.17698
C -3.48277 4.23458 -1.15848
C -2.63063 2.96329 -1.38777
C -5.68562 3.47820 -1.83398
C -6.62582 4.12182 -0.80381
H -3.84073 6.59003 -4.58501
H -3.77525 4.86827 -4.64152
H -2.65848 5.84170 -3.64457
H -4.67675 6.41857 -2.13598
H -5.73730 5.60278 -3.20399
H -2.81351 5.09115 -1.09300
H -3.96632 4.21406 -0.17382
H -3.16623 2.03566 -1.20940
H -2.27441 2.99481 -2.41685
H -1.76205 3.04973 -0.73284
H -5.39948 2.48794 -1.48955
H -6.26295 3.34202 -2.75377
H -7.39951 3.37100 -0.63938
H -7.02694 5.11591 -0.98035
H -6.07546 4.21278 0.13848
C 0.17769 -4.20522 -3.91712
C 0.58707 -3.59955 -2.59112
O 1.68120 -3.02993 -2.50367
N -0.26223 -3.66000 -1.56871
C -1.55411 -4.34535 -1.52074
H -0.86024 -4.05917 -4.23407
H 0.18522 -5.29160 -3.77513
H 0.79354 -3.86229 -4.73980
H 0.11812 -3.22269 -0.73462
H -2.31013 -3.65001 -1.89171
H -1.87178 -4.55475 -0.50147
H -1.50956 -5.26494 -2.09636
C -0.37782 0.90154 4.45504
C -0.07960 -0.48645 4.93358
O -0.19114 -0.79570 6.10976
N 0.40089 -1.33874 4.00306
C 0.96944 -2.63530 4.26763
H 0.49189 1.55290 4.34592
H -1.05132 1.44298 5.11713
H -0.87112 0.92261 3.47754
H 0.59195 -0.96414 3.07685
H 0.12870 -3.27512 4.57036
H 1.56556 -2.63141 5.18616
H 1.56107 -3.02497 3.44800
C 7.32791 1.24887 0.06559
C 6.05700 0.52253 -0.30784
O 6.08495 -0.59046 -0.80962
N 4.85966 1.12720 -0.18406
C 4.45617 2.21253 0.69369
H 7.12535 2.01691 0.81081
H 7.68830 1.70904 -0.85172
H 8.01201 0.52323 0.49454
H 4.08067 0.61280 -0.57942
H 3.50111 2.04099 1.19175
H 4.26412 3.11333 0.09880
H 5.22953 2.43263 1.42472
C -5.79268 -3.96788 -2.87138
C -4.84205 -2.91451 -2.25782
O -4.53054 -2.97284 -1.07987
N -4.39705 -1.95666 -3.10457
C -3.53419 -0.91902 -2.56131
H -5.63369 -4.92723 -2.39923
H -5.58892 -3.94908 -3.94236
H -6.78577 -3.55222 -2.70464
H -4.71463 -1.89068 -4.05259
H -2.93599 -0.59944 -3.42019
H -2.85096 -1.35698 -1.84135
H -4.02974 -0.02053 -2.19038
C 6.08231 -0.86632 3.12628
C 4.66511 -0.80886 2.59695
O 4.31950 -1.65785 1.75852
N 3.80801 0.14896 2.95472
C 4.06713 1.25122 3.88429
H 6.71455 -0.18726 2.54734
H 6.53777 -1.84847 3.12543
H 6.11436 -0.42973 4.12638
H 2.88980 0.10474 2.51287
H 5.11111 1.26695 4.18139
H 3.55454 1.00710 4.82297
H 3.69112 2.21295 3.53958
C 1.90842 6.35691 3.30036
C 1.81536 4.88027 3.04491
O 2.63345 4.10404 3.52286
N 0.86677 4.47645 2.16574
C 0.78509 3.16059 1.59960
H 2.49089 6.49779 4.20496
H 0.92594 6.80021 3.49805
H 2.26679 6.90037 2.42733
H 0.26132 5.16159 1.74749
H 1.16592 2.43034 2.30947
H 1.34831 3.02052 0.67220
H -0.24232 2.84907 1.41003
C 2.34839 -6.71755 0.73782
C 1.89501 -5.29746 0.79690
O 2.46030 -4.44440 0.11113
N 0.82761 -4.95602 1.55183
C -0.03402 -5.80522 2.36857
H 1.81856 -7.20730 -0.07840
H 2.09090 -7.28582 1.63922
H 3.43046 -6.81498 0.75853
H 0.61589 -3.97740 1.38263
H 0.60514 -6.52182 2.87854
H -0.67289 -6.40057 1.70984
H -0.68424 -5.26721 3.04860
C -5.37993 0.41946 1.82839
C -4.64862 -0.81376 2.23052
O -5.11530 -1.56267 3.06447
N -3.48996 -1.06430 1.55547
C -2.62206 -2.21321 1.63628
H -5.19412 1.27033 2.48439
H -6.45933 0.29499 1.90855
H -5.19674 0.59292 0.76259
H -3.24867 -0.44727 0.79850
H -3.19489 -3.14037 1.72689
H -1.96802 -2.17322 2.51380
H -2.04468 -2.33078 0.72448
C 4.08266 1.87717 -3.64035
C 3.52456 0.50330 -3.77173
O 3.68479 -0.33574 -2.89089
N 2.86725 0.27671 -4.92622
C 2.20299 -0.92325 -5.37162
H 5.15930 1.93767 -3.50200
H 3.62085 2.26905 -2.72859
H 3.81190 2.56933 -4.43699
H 2.81080 1.01629 -5.60316
H 1.12976 -0.80611 -5.51879
H 2.32706 -1.77424 -4.69888
H 2.67300 -1.29336 -6.28595
```

Calculated values
Energy above the lowest of the compared OMol25 structures with the same formula, charge and spin (kcal per mole): 0.00
Net charge: +2
Orbital gap (eV): 1.4
E_HOMO (eV): -12.58
F_max (Eh/bohr): 0.0477